Record 1
Computed, not measured: a structure of composition C47H53MoN7O4S at a distorted geometry, with ωB97M-V with the def2-TZVPD basis set.

The gap between HOMO and LUMO comes out at 5.806 eV. The value obtained for the energy above the lowest of the compared OMol25 structures with the same formula, charge and spin is 6.2 kcal/mol.

```
! wB97M-V def2-TZVPD RIJCOSX def2/J DEFGRID3
* xyz 0 1
Mo 0.3768 0.0600 0.6137
C 4.0460 -4.5781 1.7551
C 4.8844 -3.3481 1.3634
C 4.0529 -2.3437 0.6310
C 3.8764 -2.1997 -0.6982
C 4.5616 -2.9261 -1.8108
C 3.7102 -4.0759 -2.3707
C 2.8526 -1.1789 -0.8682
N 2.4302 -0.6983 0.3379
C 3.1407 -1.4019 1.2598
C 3.0013 -1.2582 2.6203
C 2.1089 -0.4058 3.2230
C 1.9102 -0.3484 4.6606
C 2.5474 -1.2621 5.6599
C 1.7671 -2.5858 5.7548
C 0.9569 0.5816 4.8702
C 0.5892 1.0926 3.5630
C -0.3336 2.1052 3.3808
C -0.7212 2.6032 2.1582
N -0.3345 2.0756 0.9571
C -0.8945 2.8916 0.0143
C -0.7068 2.7848 -1.3518
C 0.0840 1.8484 -1.9865
N 0.7163 0.8084 -1.3629
C 1.4393 0.1892 -2.3420
C 2.3840 -0.7902 -2.1094
C 1.2189 0.8183 -3.6319
C 0.3988 1.8757 -3.4039
C 0.0221 2.9827 -4.3430
C -1.4266 2.9557 -4.8430
C 1.8420 0.3715 -4.9164
C 1.1721 -0.8912 -5.4733
C -1.6889 3.9358 0.6357
C -1.5824 3.7530 1.9749
C -2.2479 4.5174 3.0754
C -3.5393 3.8290 3.5411
C -2.4555 4.9866 -0.1031
C -3.7827 4.4562 -0.6618
N 1.2910 0.4716 2.5700
C 0.3791 1.0237 6.1771
C 1.1151 2.2407 6.7534
H 4.6019 -5.2268 2.4360
H 3.7867 -5.1577 0.8670
H 3.1102 -4.2767 2.2276
H 5.7216 -3.6577 0.7353
H 5.3103 -2.8947 2.2611
H 5.5086 -3.3246 -1.4445
H 4.8034 -2.2234 -2.6112
H 3.5107 -4.8143 -1.5918
H 4.2206 -4.5745 -3.1970
H 2.7454 -3.7092 -2.7288
H 3.5858 -1.9067 3.2580
H 2.5783 -0.7730 6.6348
H 3.5808 -1.4653 5.3734
H 0.7932 -2.4185 6.2196
H 2.3125 -3.3182 6.3547
H 1.5864 -2.9991 4.7607
H -0.7592 2.5608 4.2660
H -1.1715 3.5393 -1.9728
H 2.8535 -1.2391 -2.9756
H 0.6910 2.9486 -5.2040
H 0.2128 3.9344 -3.8399
H -1.6485 2.0156 -5.3498
H -1.5946 3.7723 -5.5474
H -2.1351 3.0739 -4.0189
H 2.9073 0.1837 -4.7609
H 1.7668 1.1728 -5.6520
H 1.2353 -1.7167 -4.7604
H 1.6498 -1.2037 -6.4041
H 0.1162 -0.7021 -5.6751
H -2.4806 5.5248 2.7269
H -1.5643 4.6222 3.9202
H -4.2480 3.7495 2.7142
H -4.0137 4.3916 4.3476
H -3.3307 2.8188 3.9028
H -1.8427 5.3743 -0.9203
H -2.6516 5.8253 0.5658
H -3.6146 3.5985 -1.3172
H -4.3024 5.2293 -1.2314
H -4.4375 4.1321 0.1497
H 0.4363 0.1952 6.8853
H -0.6797 1.2578 6.0532
H 2.1650 2.0014 6.9323
H 0.6704 2.5570 7.6989
H 1.0777 3.0826 6.0578
C -3.9517 -0.3976 0.8615
C -2.7393 0.2386 0.7880
N -1.7769 -0.1112 -0.0892
C -2.0803 -1.0643 -0.9748
C -3.2792 -1.7629 -0.9767
C -4.2060 -1.4506 -0.0023
C -3.5170 -2.9203 -1.8621
C -3.3796 -3.0792 -3.1815
C -3.0755 -2.1055 -4.2459
C -2.8366 -2.5758 -5.5371
C -2.5500 -1.6481 -6.5177
N -2.5155 -0.3382 -6.2778
C -2.7991 0.0157 -5.0261
N -3.0750 -0.7888 -4.0081
H -4.6695 -0.0993 1.6135
H -2.5124 1.0598 1.4516
H -1.3126 -1.3153 -1.6893
H -5.1188 -2.0299 0.0816
H -3.8461 -3.7955 -1.3071
H -3.5602 -4.0778 -3.5661
H -2.8720 -3.6355 -5.7589
H -2.3339 -1.9561 -7.5366
H -2.8068 1.0801 -4.8090
O -0.6410 -1.1627 2.0904
S -0.2955 -2.5121 1.4643
O 0.7651 -3.1596 2.2080
O 0.2320 -2.0080 0.1102
O -1.4722 -3.3257 1.2773
*
```


Record 2
Computed, not measured: a structure of composition C47H55As2NO6P2S4SbW at a distorted geometry, with ωB97M-V with the def2-TZVPD basis set.

The gap between HOMO and LUMO comes out at 3.988 eV.

```
! wB97M-V def2-TZVPD RIJCOSX def2/J DEFGRID3
* xyz 1 1
W -0.6719 0.3577 0.1368
O 0.9331 -1.0324 0.1539
P 2.0705 -1.6963 -0.6272
C 3.2711 -0.3880 -1.1000
P 2.7025 1.3186 -0.7658
O 1.1951 1.3576 -0.8748
C 3.3775 1.9173 0.7767
C 2.7624 3.0230 1.3615
C 3.2873 3.5781 2.5162
C 4.4482 3.0519 3.0750
C 5.0846 1.9752 2.4743
C 4.5517 1.4062 1.3252
C 3.4152 2.2896 -2.0831
C 2.7518 2.3009 -3.3133
C 3.3211 2.9583 -4.3927
C 4.5485 3.5975 -4.2443
C 5.2045 3.5922 -3.0190
C 4.6412 2.9383 -1.9317
C 1.4979 -2.5139 -2.1020
C 2.2851 -2.5704 -3.2579
C 1.7701 -3.1362 -4.4121
C 0.4799 -3.6546 -4.4188
C -0.2818 -3.6556 -3.2571
C 0.2255 -3.0923 -2.0987
C 3.0190 -2.8142 0.3851
C 3.3825 -4.0639 -0.1099
C 4.1813 -4.8965 0.6638
C 4.6293 -4.4693 1.9069
C 4.2738 -3.2134 2.3911
C 3.4633 -2.3820 1.6360
H 3.4745 -0.4521 -2.1668
H 4.2063 -0.5699 -0.5711
H 1.8667 3.4337 0.9210
H 2.7920 4.4233 2.9804
H 4.8555 3.4846 3.9812
H 5.9956 1.5729 2.9008
H 5.0567 0.5602 0.8714
H 1.7908 1.8008 -3.4191
H 2.8114 2.9682 -5.3486
H 4.9963 4.1067 -5.0902
H 6.1585 4.0936 -2.9132
H 5.1444 2.9425 -0.9708
H 3.2956 -2.1774 -3.2607
H 2.3723 -3.1579 -5.3127
H 0.0618 -4.0577 -5.3330
H -1.2827 -4.0658 -3.2660
H -0.3800 -3.0671 -1.2023
H 3.0347 -4.3892 -1.0840
H 4.4512 -5.8792 0.2955
H 5.2616 -5.1174 2.5021
H 4.6305 -2.8807 3.3594
H 3.1632 -1.4139 2.0214
S -3.1020 -0.9907 -5.2902
Sb -1.6515 0.7199 -4.9282
S -2.2090 0.8683 -1.5930
S -0.5743 -0.1873 -2.2014
S -2.9431 2.6053 -4.7236
C -2.0946 2.7742 3.0409
As -2.4833 1.3139 1.7886
C -3.8001 0.4489 2.9265
C -3.5466 2.5456 0.6950
C -4.9279 2.6465 0.7259
C -5.5767 3.5385 -0.1154
C -4.8418 4.3301 -0.9867
C -3.4571 4.2557 -0.9931
C -2.8044 3.3658 -0.1515
As -0.8644 3.0788 -0.2191
C -0.3877 4.8794 0.4962
C -0.4456 3.6208 -2.0338
H -3.0315 3.2854 3.2227
H -1.3889 3.4723 2.6052
H -1.6941 2.3808 3.9651
H -4.5843 1.1649 3.1254
H -3.2853 0.2010 3.8479
H -4.2011 -0.4545 2.4844
H -5.5091 2.0002 1.3715
H -6.6581 3.5987 -0.1040
H -5.3422 4.9868 -1.6892
H -2.8946 4.8586 -1.6934
H -1.1887 5.5336 0.1804
H 0.5472 5.1894 0.0423
H -0.2907 4.9138 1.5793
H -0.9162 4.5691 -2.2554
H -0.8093 2.8931 -2.7497
H 0.6327 3.7164 -2.1208
O 1.9153 0.4409 3.0117
N 0.7961 0.6985 2.8000
O -0.0807 0.7575 3.5870
O 0.5089 1.0762 1.5255
C 0.1462 -1.9972 3.1829
C -0.6112 -3.2549 2.8217
C 0.1610 -4.1259 1.8299
C -2.0267 -3.0240 2.2881
C -2.9544 -3.8323 2.9478
C -4.2772 -3.9165 2.5789
C -4.6543 -3.2593 1.4298
C -3.7832 -2.4556 0.6981
C -4.3720 -2.0268 -0.6372
C -4.8708 -0.5891 -0.6034
C -3.4094 -2.3776 -1.7716
C -2.4665 -2.2213 1.1951
O -1.6275 -1.2411 0.6217
H 1.1146 -2.2357 3.6288
H -0.4250 -1.4039 3.8928
H 0.3173 -1.4252 2.2931
H -0.7180 -3.8266 3.7412
H 0.3618 -3.5712 0.9149
H -0.4094 -5.0207 1.5736
H 1.1197 -4.4354 2.2569
H -2.6043 -4.4154 3.7909
H -4.9800 -4.5260 3.1345
H -5.6657 -3.3750 1.0544
H -5.2501 -2.6492 -0.8006
H -4.1490 0.0459 -0.1241
H -5.8013 -0.5329 -0.0297
H -5.0600 -0.1957 -1.6048
H -2.4299 -1.9378 -1.6240
H -3.7922 -2.0477 -2.7367
H -3.2747 -3.4645 -1.8046
*
```


Record 3
Computed, not measured: a structure of composition C47H55EuF5N4O6S at a distorted geometry, with ωB97M-V with the def2-TZVPD basis set.

The gap between HOMO and LUMO (alpha / beta) comes out at 4.954 / 3.738 eV. The value obtained for the energy above the lowest of the compared OMol25 structures with the same formula, charge and spin is 59.4 kcal/mol.

```
! wB97M-V def2-TZVPD RIJCOSX def2/J DEFGRID3
* xyz 1 7
Eu -0.5647 -2.3065 -0.5883
O -1.7856 -6.5634 0.9413
C -1.5323 -5.2703 0.5716
O -0.9483 -4.9303 -0.4660
C -2.0821 -4.3507 1.5902
C -2.6694 -4.8800 2.8079
C -2.9908 -3.9156 3.7497
C -2.8602 -2.5449 3.5029
C -2.2911 -2.1172 2.2448
N -1.8673 -3.0538 1.4089
C -2.0497 -0.7353 1.8144
O -2.4780 0.1987 2.7140
O -1.4808 -0.4725 0.7774
H -1.4601 -7.1325 0.2321
H -2.9226 -5.9165 2.7617
H -3.3111 -4.2414 4.7632
H -3.2330 -1.9208 4.2683
H -3.4447 0.1225 2.7866
C -2.4995 4.0640 -0.2328
C -3.0671 3.7171 -1.4796
C -1.9475 3.5975 -2.3712
C -0.8077 4.0079 -1.6251
C -1.0900 4.2252 -0.2985
C -0.0664 4.5231 0.8025
C 0.7478 3.2656 1.0823
C 0.8483 5.6960 0.3770
C -0.9262 5.0037 2.0189
C -1.7745 3.0716 -3.8145
C -0.7591 1.8738 -3.7711
C -1.2000 4.2446 -4.5594
C -3.0415 2.6714 -4.5154
C -4.5840 3.5198 -1.6436
C -4.9305 2.0357 -1.7022
C -5.2906 4.1683 -0.4391
C -5.0527 4.3450 -2.8990
H -3.0537 4.2292 0.7096
H 0.1498 4.1561 -2.0740
H 1.2872 2.8834 0.2576
H 0.0575 2.5427 1.5067
H 1.5170 3.5124 1.8378
H 1.3999 5.4730 -0.5916
H 1.6244 5.8831 1.0710
H 0.2851 6.6375 0.1457
H -1.5931 4.1660 2.3847
H -1.5819 5.8294 1.7520
H -0.2580 5.2715 2.8424
H 0.3197 2.1297 -3.5006
H -0.6884 1.3106 -4.6650
H -1.1075 1.1973 -3.0565
H -0.1753 4.4786 -4.2556
H -1.8985 5.0869 -4.4445
H -1.2174 4.0280 -5.6388
H -3.6790 3.4983 -4.7239
H -3.6503 1.8023 -4.1289
H -2.6398 2.2669 -5.4966
H -4.8062 1.5857 -0.7246
H -4.2046 1.4932 -2.3747
H -5.9259 1.7681 -2.1438
H -4.9403 3.5660 0.4639
H -6.3799 4.0965 -0.4373
H -4.9659 5.2440 -0.2624
H -5.4443 3.6245 -3.7113
H -4.1595 4.8896 -3.2990
H -5.8833 5.0083 -2.6162
O 1.3596 -2.5547 -1.9949
S 2.1532 -2.3731 -3.3038
C 2.8639 -0.6920 -3.3228
C 4.2819 -0.7368 -2.8079
C 4.8987 -2.1560 -2.8116
C 3.8117 -3.1966 -3.0066
H 2.2168 -0.0592 -2.7562
H 2.8275 -0.3990 -4.3468
H 4.3164 -0.2366 -1.8338
H 4.8602 0.0084 -3.3687
H 5.4078 -2.4218 -1.8617
H 5.6995 -2.1057 -3.5593
H 3.6755 -3.8785 -2.1637
H 3.9054 -3.8744 -3.8473
F -1.2593 -2.1296 -4.3791
C -2.2710 -2.6913 -3.6247
C -2.5762 -2.1238 -2.4020
C -3.8378 -2.3964 -1.7807
F -4.1312 -1.8231 -0.6073
C -4.5803 -3.4929 -2.2772
F -5.4422 -4.0674 -1.4302
C -4.2188 -4.0495 -3.5106
F -4.8774 -5.1649 -3.8762
C -3.1039 -3.6610 -4.2109
F -2.6956 -4.3113 -5.3566
C 3.3062 0.3637 7.3079
C 4.0891 -0.2725 6.1472
C 4.6647 -1.5745 6.3165
C 5.3060 -2.2201 5.2425
C 5.3429 -1.5495 3.9796
N 6.2803 -1.9802 3.0224
C 6.3168 -1.6513 1.7017
O 7.3494 -1.4652 1.0199
N 5.0276 -1.6018 1.0926
C 3.8756 -2.3957 1.4737
C 3.9316 -3.7098 2.0549
C 2.7087 -4.3183 2.3621
C 1.5058 -3.7598 1.9172
N 1.4709 -2.5527 1.3164
C 2.6132 -1.9132 1.0538
C 4.7159 -0.3209 3.8135
C 4.0512 0.2537 4.8424
H 2.8395 -0.4753 7.8746
H 2.5673 1.0531 6.8627
H 3.9957 0.9169 7.9844
H 4.7230 -1.9801 7.3359
H 5.6968 -3.2495 5.3637
H 7.2074 -2.1576 3.3397
H 5.0504 -1.3703 0.1002
H 4.8300 -4.2128 2.2693
H 2.6447 -5.2426 2.9392
H 0.5820 -4.2792 1.9068
H 2.5166 -0.9172 0.5474
H 4.8516 0.2312 2.8988
H 3.6800 1.2803 4.7173
*
```


Record 4
Computed, not measured: a cluster of 8 separate species, C47H55FN3O6P2S in total at a distorted geometry, with ωB97M-V with the def2-TZVPD basis set.

The gap between HOMO and LUMO comes out at 7.089 eV.

```
! wB97M-V def2-TZVPD RIJCOSX def2/J DEFGRID3
* xyz -1 1
C -6.2018 -0.8262 -1.8939
C -4.7775 -1.4999 -1.4678
S -3.5731 -0.1032 -1.2926
C -2.4947 -0.2778 0.2010
C -3.1643 0.0973 1.6092
C -4.1298 1.3719 1.6127
O -4.9097 1.4842 2.6210
O -4.1600 2.3739 0.6800
N -2.0552 0.2246 2.6107
F -1.1121 -0.7749 2.4861
P -1.3573 1.8256 2.6864
N -2.1534 2.8421 3.6427
O 0.2143 1.6573 3.3216
O -1.2372 2.5686 1.1482
P -4.2255 -1.3823 2.2398
N -5.7610 -1.2892 1.8207
O -4.1420 -1.3993 3.9524
O -3.6290 -2.8900 1.6614
H -6.0965 0.3173 -1.7803
H -7.0655 -1.1686 -1.2384
H -6.3586 -1.0085 -3.0126
H -4.5137 -2.1985 -2.3453
H -4.8518 -2.1402 -0.5333
H -1.5351 0.3222 -0.0220
H -2.1429 -1.3782 0.2205
H -2.4467 3.6750 3.1114
H 0.7627 2.2642 2.7594
H -1.7955 3.3746 1.1003
H -6.0461 -2.1168 1.2800
H -4.4864 -2.2825 4.2361
H -4.3555 -3.5356 1.5498
C 2.5786 0.2934 -0.1819
C 1.5777 1.2498 -0.0399
C 1.6745 2.4647 -0.7102
C 2.7689 2.7201 -1.5316
C 3.7682 1.7625 -1.6768
C 3.6756 0.5507 -0.9988
H 2.5037 -0.6528 0.3441
H 0.7216 1.0482 0.5947
H 0.8968 3.2117 -0.5933
H 2.8423 3.6656 -2.0584
H 4.6205 1.9612 -2.3185
H 4.4572 -0.1935 -1.1079
C 0.2585 -2.7313 4.8511
C 0.8338 -3.8504 5.4453
C 2.2136 -3.9186 5.6128
C 3.0178 -2.8625 5.1946
C 2.4419 -1.7418 4.6038
C 1.0630 -1.6777 4.4279
H -0.8170 -2.6795 4.7175
H 0.2061 -4.6709 5.7775
H 2.6624 -4.7941 6.0701
H 4.0932 -2.9132 5.3295
H 3.0690 -0.9176 4.2792
H 0.6159 -0.8075 3.9633
C -9.4838 4.1024 -2.3688
C -9.4684 3.1290 -1.3743
C -8.2581 2.7012 -0.8364
C -7.0628 3.2539 -1.2862
C -7.0785 4.2299 -2.2781
C -8.2882 4.6514 -2.8227
H -10.4275 4.4333 -2.7904
H -10.4009 2.7027 -1.0184
H -8.2456 1.9378 -0.0658
H -6.1184 2.9231 -0.8622
H -6.1465 4.6620 -2.6276
H -8.2994 5.4085 -3.6000
C 0.6267 -0.6257 -3.5945
C 1.2293 -1.4561 -4.5348
C 0.4797 -2.4329 -5.1829
C -0.8755 -2.5726 -4.8974
C -1.4786 -1.7397 -3.9598
C -0.7275 -0.7695 -3.3054
H 1.2122 0.1340 -3.0863
H 2.2844 -1.3423 -4.7620
H 0.9510 -3.0848 -5.9112
H -1.4615 -3.3312 -5.4063
H -2.5354 -1.8472 -3.7381
H -1.1973 -0.1248 -2.5710
C 5.6178 3.8504 4.7967
C 6.1961 3.0129 3.8476
C 5.4256 2.0451 3.2109
C 4.0735 1.9212 3.5165
C 3.4945 2.7612 4.4628
C 4.2670 3.7229 5.1062
H 6.2199 4.6029 5.2954
H 7.2490 3.1142 3.6044
H 5.8780 1.3880 2.4758
H 3.4712 1.1696 3.0164
H 2.4395 2.6652 4.6996
H 3.8165 4.3738 5.8476
C 11.3196 1.0739 4.1975
C 10.3230 2.0330 4.3482
C 10.4222 3.2509 3.6821
C 11.5139 3.5054 2.8574
C 12.5084 2.5447 2.7040
C 12.4138 1.3307 3.3771
H 11.2437 0.1260 4.7194
H 9.4685 1.8315 4.9859
H 9.6485 4.0014 3.8047
H 11.5890 4.4528 2.3343
H 13.3586 2.7427 2.0596
H 13.1921 0.5841 3.2615
C -3.9743 -6.7453 -8.9234
C -4.2278 -5.9212 -7.8315
C -3.2789 -4.9867 -7.4291
C -2.0797 -4.8695 -8.1253
C -1.8278 -5.6911 -9.2195
C -2.7728 -6.6319 -9.6162
H -4.7130 -7.4762 -9.2348
H -5.1656 -6.0079 -7.2929
H -3.4741 -4.3489 -6.5737
H -1.3417 -4.1375 -7.8145
H -0.8932 -5.5984 -9.7631
H -2.5738 -7.2760 -10.4660
*
```


- Which formula does entry 2 have?
  C47H55As2NO6P2S4SbW